Record 1
Computed, not measured: a molecular structure, C44H30Cl2F9N4O3P2RuSe2 at a distorted geometry, with ωB97M-V/def2-TZVPD.

Output
Strongest force on any atom in hartree/bohr: 0.05446
⟨S²⟩: 6.029
Lowest unoccupied orbital energy (spin up / spin down) in eV: -4.787 / -6.692
HOMO-LUMO gap (spin up / spin down) in eV: 4.80 / 2.88
Relative energy (zero: lowest compared OMol25 entry of this formula, charge and spin) in kcal/mol: 33.39

Geometry as ORCA input:
```
! RIJCOSX wB97M-V def2-TZVPD def2/J DEFGRID3
* xyz 1 5
Ru -2.49 -0.42 0.33
Se -2.81 1.98 0.38
Se 4.56 -0.58 0.83
Cl 0.02 -2.27 -1.76
Cl -0.15 -7.64 -1.02
P -0.67 2.43 0.41
P 3.18 1.03 0.43
F -4.25 1.34 -2.51
F -2.84 -0.29 -2.39
F -5.96 -2.42 -2.83
F -5.57 -2.89 -0.76
F -3.93 -2.70 -2.16
F -6.31 1.20 -0.89
F -4.50 -0.38 -3.78
F -7.20 -0.74 -0.56
F -6.98 0.03 -2.57
O -2.30 -2.46 0.07
O -3.16 -2.00 2.03
O -4.43 -0.56 -0.20
N -0.80 -4.70 -0.25
N 1.46 -0.90 0.98
N -0.56 -0.22 0.78
N 0.22 -1.26 1.07
C 2.26 -5.27 -3.08
C -6.41 -0.04 -1.37
C 4.63 2.24 -1.57
C 0.21 -5.81 1.68
C 0.66 -6.21 -1.56
C 1.71 -6.37 -2.45
C 0.09 4.53 4.39
C 1.52 0.40 0.62
C 1.54 4.71 -2.13
C -0.54 2.59 3.12
C -2.93 -2.83 1.14
C -0.35 3.21 4.34
C 0.18 -4.93 -1.21
C 1.14 3.94 -1.04
C -0.15 3.41 -1.02
C 2.82 1.60 -3.58
C -0.28 3.29 1.95
C -2.06 -5.02 1.80
C 3.98 2.30 -3.88
C 3.37 2.38 1.62
C -0.62 4.40 -3.15
C 1.72 -4.02 -2.86
C 0.14 4.62 1.99
C 3.89 4.61 2.30
C -5.13 -2.20 -1.81
C 3.43 1.59 -1.26
C 3.66 4.27 3.62
C 3.29 2.97 3.95
C -2.12 -5.52 3.10
C -4.99 -0.69 -1.43
C 0.69 -3.86 -1.96
C 0.66 4.94 -3.17
C 0.13 -6.31 2.96
C 0.21 0.87 0.52
C 4.89 2.61 -2.88
C 2.54 1.24 -2.27
C -1.03 3.63 -2.07
C -4.16 0.00 -2.56
C 0.33 5.23 3.22
C -1.06 -6.18 3.68
C 3.14 2.02 2.95
C -3.27 -4.30 1.24
C -0.88 -5.20 1.05
C 3.75 3.67 1.29
H 2.06 -7.37 -2.67
H 3.08 -5.40 -3.78
H 0.23 5.01 5.35
H 0.65 6.26 3.26
H -3.54 -4.67 0.25
H -1.38 -3.89 -0.43
H -3.03 -5.37 3.66
H -0.91 1.57 3.08
H 1.81 3.76 -0.22
H -2.03 3.22 -2.04
H 4.19 5.62 2.05
H 5.35 2.45 -0.79
H 5.81 3.13 -3.12
H 3.11 2.70 4.98
H 0.96 5.55 -4.01
H 3.79 5.00 4.40
H 2.12 1.34 -4.36
H -0.56 2.67 5.26
H 2.54 5.12 -2.15
H 1.16 -5.85 1.15
H 3.94 3.95 0.26
H -1.30 4.57 -3.97
H 0.30 5.17 1.07
H 0.99 -6.78 3.42
H 4.19 2.58 -4.90
H 2.09 -3.16 -3.40
H -4.11 -4.40 1.92
H -1.14 -6.58 4.68
H 1.63 0.70 -2.03
H 2.87 1.00 3.20
*
```

Record 2
Computed, not measured: a molecular structure, C44H30ClCrN10O5S, with ωB97M-V/def2-TZVPD.

Output
Strongest force on any atom in hartree/bohr: 0.01436
⟨S²⟩: 6.055
Lowest unoccupied orbital energy (spin up / spin down) in eV: 1.201 / 1.006
HOMO-LUMO gap (spin up / spin down) in eV: 4.58 / 6.83
Relative energy (zero: lowest compared OMol25 entry of this formula, charge and spin) in kcal/mol: 5.59

Geometry as ORCA input:
```
! RIJCOSX wB97M-V def2-TZVPD def2/J DEFGRID3
* xyz -1 5
Cr 0.52 -1.36 2.32
Cl 4.46 -3.26 8.02
S 2.47 -4.31 -3.39
O 3.36 -3.16 -3.51
O -6.24 5.94 -5.84
O 0.36 -1.49 4.20
O 3.06 -5.58 -3.77
O 1.13 -4.07 -3.91
N -1.23 -2.35 2.06
N -2.18 1.91 -2.73
N 0.55 -0.90 0.26
N 1.67 1.87 1.43
N -3.46 -3.25 2.41
N -0.72 0.29 2.27
N -3.26 2.87 -1.05
N -5.13 -4.20 0.85
N 1.39 -3.37 2.35
N 2.41 -0.60 2.53
C 4.83 -0.20 -0.27
C 1.24 2.97 0.86
C 3.27 1.61 -0.37
C -2.36 1.96 -0.56
C 3.17 -1.09 3.56
C 2.21 -4.40 -1.61
C 0.13 -0.22 -2.41
C -1.67 1.35 -1.59
C -4.95 4.42 -2.83
C -3.65 3.60 -4.67
C -5.44 5.16 -5.07
C -5.70 5.18 -3.70
C 4.23 -0.66 0.91
C -2.31 -2.79 2.18
C 2.71 -1.71 4.73
C 1.31 -1.39 -0.70
C -1.27 0.87 3.32
C -2.25 1.86 3.18
C 0.93 -4.59 -1.10
C 1.90 -2.91 7.18
C 2.66 1.17 0.84
C -5.97 5.97 -7.23
C 3.25 -2.73 6.87
C 1.70 -3.94 1.08
C 1.73 3.46 -0.36
C 1.32 -1.89 5.04
C 3.00 -3.90 0.61
C 0.96 -2.49 6.24
C -0.41 0.01 -0.07
C -1.10 0.65 1.02
C -0.65 0.37 -1.40
C 4.35 0.90 -0.92
C 3.11 -0.05 1.46
C -2.66 2.23 1.92
C 1.13 -1.08 -2.06
C 3.25 -4.11 -0.74
C 3.65 -2.15 5.69
C -3.13 2.82 -2.35
C -3.91 3.61 -3.31
C 2.75 2.78 -0.97
C 0.67 -4.35 0.24
C -4.41 4.37 -5.55
C -2.07 1.63 0.80
C -4.31 -3.74 1.54
H 4.24 -0.91 3.50
H -5.16 4.43 -1.77
H 0.64 -3.86 2.84
H -4.18 4.33 -6.61
H -2.85 3.00 -5.08
H 2.11 -2.05 -0.40
H -1.94 1.66 -3.68
H -0.35 -4.40 0.62
H 1.77 -1.56 -2.79
H -2.68 2.30 4.07
H -6.51 5.80 -3.34
H 4.71 -2.03 5.49
H -3.42 2.99 1.78
H 4.25 -3.99 -1.14
H 1.32 4.37 -0.79
H -0.92 0.52 4.28
H 0.13 -4.83 -1.79
H 0.45 3.51 1.38
H 4.79 1.24 -1.85
H -0.03 0.03 -3.45
H 4.59 -1.57 1.36
H 2.20 -3.33 2.96
H 3.80 -3.61 1.28
H -6.11 4.99 -7.68
H 1.61 -3.36 8.11
H 3.18 3.13 -1.90
H -0.10 -2.61 6.44
H -4.95 6.32 -7.43
H -6.68 6.67 -7.65
H 5.66 -0.76 -0.69
*
```

Record 3
Computed, not measured: a molecular structure, C44H30IN2O35S2 at a distorted geometry, with ωB97M-V/def2-TZVPD.

Output
Strongest force on any atom in hartree/bohr: 0.03116
Lowest unoccupied orbital energy in eV: -0.398
HOMO-LUMO gap in eV: 6.36

Geometry as ORCA input:
```
! RIJCOSX wB97M-V def2-TZVPD def2/J DEFGRID3
* xyz -1 1
I 2.34 1.92 6.97
S 0.52 1.81 1.27
S 0.17 1.97 3.98
O 2.70 -0.47 5.42
O 0.65 -1.87 3.43
O 6.71 8.45 5.86
O 2.00 0.82 -3.57
O 0.28 5.89 3.87
O 0.84 -13.53 0.24
O 5.33 4.09 6.94
O -0.85 1.05 4.42
O 1.89 2.20 1.06
O -3.98 -8.65 -2.31
O -7.44 -5.81 -0.89
O -1.17 3.71 -8.35
O 2.97 4.96 7.79
O -2.45 4.44 -12.81
O 1.49 0.83 -6.12
O 0.25 -8.32 0.79
O 2.52 -9.16 -0.16
O 1.45 8.03 -0.15
O 0.25 0.41 1.11
O 2.52 4.60 3.72
O 4.44 9.30 6.79
O -1.66 -6.41 1.45
O -0.34 2.53 0.10
O -3.05 5.27 -7.45
O 0.56 -5.44 0.39
O 0.34 3.13 4.82
O -7.29 -6.68 1.56
O -1.46 -12.68 1.13
O -4.32 6.00 -11.91
O -0.75 4.92 -5.47
O 3.62 6.62 -0.39
O -0.13 4.97 -2.93
O -1.83 4.02 0.70
O -3.88 -9.57 0.12
O -1.50 -2.88 4.53
N -0.12 2.51 2.51
N -0.73 3.96 0.43
C 3.84 5.85 7.36
C 0.35 2.89 -5.95
C 1.04 1.87 -5.42
C 1.62 -10.08 0.14
C 0.98 2.90 -3.09
C 5.87 7.53 6.32
C 6.15 6.22 6.34
C -1.08 -3.49 3.57
C -5.72 -7.17 -1.75
C -2.98 5.11 -8.76
C -0.74 -10.45 1.02
C 1.38 1.80 -3.95
C 0.13 -4.80 1.33
C -1.69 3.97 -10.64
C -5.57 -8.18 0.99
C 5.16 5.29 6.87
C 0.74 7.05 1.88
C 2.32 5.34 2.78
C -6.59 -6.66 -0.71
C 1.63 7.23 0.76
C 1.05 6.15 2.83
C -3.81 5.71 -9.63
C 0.29 3.92 -3.63
C -1.86 4.20 -9.22
C 0.76 -12.32 0.34
C 0.32 -9.53 0.68
C 3.58 7.17 7.34
C 1.68 1.03 3.94
C 1.82 -11.40 -0.02
C -4.71 -8.70 -0.05
C -6.46 -7.22 0.69
C 4.57 8.09 6.84
C -1.70 -4.69 3.03
C -0.09 3.96 -5.09
C -2.52 4.58 -11.50
C 0.73 -3.60 1.85
C 3.21 5.50 1.64
C -0.55 -11.76 0.86
C -4.83 -8.12 -1.44
C -3.63 5.49 -11.04
C 2.25 0.61 5.27
C 2.88 6.39 0.69
C 0.17 -2.97 2.90
C -1.14 -5.31 1.98
H 2.64 7.58 7.69
H 1.47 0.13 3.39
H -1.06 -6.69 0.72
H 2.74 -11.81 -0.40
H -4.62 6.36 -9.31
H 2.44 1.64 3.45
H 4.10 4.90 1.59
H -0.17 7.64 1.91
H -3.17 4.99 -13.18
H 2.11 -8.29 0.05
H -2.31 4.78 -7.04
H -0.61 5.54 -3.56
H 0.69 5.14 4.36
H 1.94 0.26 -5.47
H -5.81 -6.75 -2.74
H 6.24 9.30 5.98
H -5.47 -8.58 1.99
H 0.05 -1.62 4.16
H 3.13 7.31 -0.89
H 7.08 5.81 5.98
H 0.11 2.95 -7.00
H 3.36 4.05 7.68
H 1.62 -3.23 1.37
H -1.67 -10.03 1.39
H -1.04 -13.54 0.92
H 1.24 2.87 -2.04
H -2.60 -5.04 3.51
H -7.81 -6.01 1.07
H -0.89 3.32 -10.96
H -3.47 -9.32 -1.82
*
```

Record 4
Computed, not measured: a molecular structure, C44H30N7O7ReS5, with ωB97M-V/def2-TZVPD.

Output
Strongest force on any atom in hartree/bohr: 0.01400
⟨S²⟩: 3.790
Lowest unoccupied orbital energy (spin up / spin down) in eV: 0.951 / 0.409
HOMO-LUMO gap (spin up / spin down) in eV: 5.41 / 4.87
Relative energy (zero: lowest compared OMol25 entry of this formula, charge and spin) in kcal/mol: 10.85

Geometry as ORCA input:
```
! RIJCOSX wB97M-V def2-TZVPD def2/J DEFGRID3
* xyz -1 4
Re -0.25 0.59 0.03
S -0.64 -5.19 4.34
S -1.86 -2.71 3.14
S -0.41 3.44 -6.00
S -2.51 0.96 0.81
S 1.71 -6.44 5.71
O 5.27 -0.80 -1.45
O 6.07 4.25 1.99
O 7.29 2.94 0.79
O 0.26 2.53 0.60
O 1.74 0.46 -0.39
O 1.29 3.73 2.16
O 3.42 -0.28 -2.41
N 2.50 6.85 -5.08
N 1.16 -3.79 5.32
N 4.23 -0.17 -1.51
N -0.34 1.40 -1.94
N 6.22 3.32 1.22
N 0.34 -2.86 4.70
N -0.41 0.29 2.11
C 0.43 0.95 -2.94
C -1.30 0.68 4.67
C 2.79 -2.56 2.23
C 2.31 -3.23 5.94
C 4.00 -1.53 5.95
C -1.67 0.71 2.33
C 2.90 -2.11 5.36
C 2.82 -3.75 7.12
C -3.36 -1.05 -3.26
C 1.65 -4.66 2.33
C -0.81 -2.09 -3.05
C -2.68 -0.97 -2.06
C -0.38 2.65 -4.40
C 0.43 1.55 -4.19
C 0.28 5.97 -5.10
C -1.18 3.12 -3.36
C 1.20 6.97 -4.84
C 0.85 -5.09 5.21
C 4.04 0.90 -0.53
C -1.49 -2.17 -4.26
C 1.88 -2.11 1.29
C 0.73 4.78 -5.64
C 2.92 5.70 -5.61
C -1.12 2.47 -2.15
C -0.56 -1.36 -0.68
C 0.84 -2.92 0.85
C 0.76 -4.21 1.37
C 3.93 -3.16 7.71
C 0.41 0.06 3.14
C 2.08 4.64 -5.90
C 2.74 1.23 -0.07
C -2.77 -1.64 -4.37
C -0.13 -2.55 -0.19
C 1.31 2.92 1.26
C 5.02 2.61 0.77
C -2.15 0.92 3.61
C 0.00 0.24 4.44
C -1.39 -1.48 -1.93
C -0.67 -3.44 4.10
C 4.53 -2.05 7.13
C 3.78 3.01 1.21
C 2.68 -3.83 2.77
C 5.17 1.55 -0.10
C 2.64 2.35 0.80
H -3.17 1.25 3.75
H 3.37 -4.18 3.52
H -0.59 -3.43 -0.64
H 4.46 -0.66 5.49
H 3.61 -1.91 2.54
H -0.77 6.13 -4.89
H 5.39 -1.59 7.59
H -1.71 2.81 -1.30
H 0.67 0.00 5.25
H 1.40 -0.30 2.90
H -1.65 0.81 5.69
H 1.06 0.11 -2.71
H 3.99 5.62 -5.80
H 2.36 -4.61 7.57
H 2.47 3.72 -6.33
H -0.05 -4.86 1.05
H 2.47 -1.72 4.45
H 0.19 -2.49 -2.97
H -3.31 -1.70 -5.31
H 6.14 1.24 -0.45
H 4.32 -3.57 8.63
H 2.01 -1.13 0.85
H 0.88 7.91 -4.41
H -1.02 -2.64 -5.11
H -3.17 -0.54 -1.19
H 1.06 1.16 -4.97
H -4.37 -0.66 -3.33
H 3.67 3.85 1.89
H -1.83 3.97 -3.50
H 1.54 -5.65 2.75
*
```

Record 5
Computed, not measured: a molecular structure, C44H31ClF3KN6O4S2 at a distorted geometry, with ωB97M-V/def2-TZVPD.

Output
Strongest force on any atom in hartree/bohr: 0.02771
Lowest unoccupied orbital energy in eV: 3.858
HOMO-LUMO gap in eV: 5.81
Relative energy (zero: lowest compared OMol25 entry of this formula, charge and spin) in kcal/mol: 23.04

Geometry as ORCA input:
```
! RIJCOSX wB97M-V def2-TZVPD def2/J DEFGRID3
* xyz -2 1
K -0.11 0.46 -0.40
Cl -7.69 -0.21 1.73
S 0.67 -3.60 -1.74
S 1.02 3.89 -0.17
F -1.44 -5.43 -5.34
F 0.21 -5.58 -3.97
F -1.77 -6.17 -3.33
O 1.91 5.00 -0.50
O -2.23 1.51 -0.94
O -0.34 4.29 0.17
O -1.90 -0.65 0.91
N 1.52 -1.01 2.29
N -1.22 -1.83 -2.31
N -0.25 0.96 2.56
N 1.14 0.54 -2.93
N 2.94 -0.89 -0.02
N 1.10 2.67 -1.17
C -5.21 -1.31 2.13
C 1.10 -0.50 -3.72
C 0.13 1.88 -4.68
C 3.46 1.66 4.91
C -3.87 -1.42 1.93
C 2.96 -2.70 3.15
C -1.11 0.03 4.58
C 0.65 2.87 -2.46
C -2.21 0.86 4.52
C 1.44 -1.56 4.60
C 3.06 -1.98 0.72
C 2.65 2.16 1.23
C -0.15 0.11 3.57
C -3.39 1.39 -0.59
C -0.30 4.20 -4.28
C 0.99 -0.85 3.49
C 1.95 3.26 3.68
C -1.32 1.74 2.50
C 0.19 4.07 -2.97
C 1.37 3.74 2.52
C -0.73 -3.07 -2.60
C -2.57 -3.32 -4.19
C 0.58 -0.46 -5.03
C 0.65 1.73 -3.37
C 4.18 -3.15 -1.03
C 2.88 2.21 3.64
C -5.33 0.52 0.58
C 3.22 1.68 2.40
C -3.13 -0.55 1.04
C -2.33 1.74 3.45
C 2.44 -2.51 4.42
C 0.11 0.73 -5.50
C -0.35 3.13 -5.14
C 3.43 -0.91 -1.26
C -5.96 -0.33 1.45
C -1.07 -5.23 -4.03
C 2.49 -1.90 2.11
C -2.30 -1.36 -2.92
C -1.43 -3.83 -3.59
C 4.06 -2.01 -1.81
C -3.03 -2.06 -3.86
C 3.69 -3.14 0.26
C 1.72 3.18 1.29
C -3.94 0.44 0.35
H 0.18 4.95 -2.34
H 1.03 -1.38 5.59
H 3.29 0.01 -1.83
H 3.94 2.44 5.50
H 4.64 -4.05 -1.43
H -1.39 2.40 1.63
H -0.66 5.17 -4.61
H -4.16 2.08 -1.02
H -2.98 0.80 5.28
H 1.66 3.67 4.64
H -0.31 0.81 -6.50
H 2.81 -3.08 5.25
H -3.20 2.37 3.34
H -0.74 3.22 -6.14
H -1.02 -0.71 5.37
H 2.89 1.71 0.27
H -5.73 -1.98 2.81
H 3.92 0.86 2.35
H -3.09 -3.92 -4.92
H -3.29 -2.18 2.46
H 0.63 4.52 2.55
H 4.41 -1.98 -2.83
H 0.54 -1.37 -5.63
H -3.91 -1.64 -4.32
H 4.21 0.89 4.70
H -5.90 1.28 0.05
H -2.59 -0.36 -2.62
H 2.68 1.21 5.53
H 1.45 -1.44 -3.31
H 3.75 -4.02 0.87
H 3.75 -3.42 2.99
*
```

> Number 2 is which compound?

C44H30ClCrN10O5S

> The lowest strongest force on any atom belongs to which entry?

C44H30N7O7ReS5

> Which value of strongest force on any atom does entry 3 give?

0.03116 hartree/bohr

> Which value of strongest force on any atom does entry 4 give?

0.01400 hartree/bohr